47
Properties=species:S:1:pos:R:3:forces:R:3:lowdin_spin:R:1 method="wB97M-V/def2-TZVPD" s2=2.01 homo_ev="-11.55 / -11.64" total_charge=+1 lumo_ev="-3.78 / -5.42" multiplicity=3
Pd -1.550 1.646 1.026 0.339 0.584 0.112 1.31
N 0.718 -0.513 2.477 0.000 0.019 0.075 0.00
C 1.316 0.195 1.509 -0.030 0.080 0.059 0.01
N 2.571 -0.099 1.209 0.054 -0.012 -0.030 0.00
C 3.117 0.637 0.241 0.022 0.001 0.003 0.00
N 4.372 0.371 -0.115 0.009 0.011 -0.002 0.00
N 2.492 1.641 -0.423 0.009 -0.002 -0.022 0.00
C 1.252 1.848 -0.063 -0.065 -0.074 -0.011 0.01
N 0.589 1.152 0.878 0.024 0.121 0.066 0.07
C 0.493 2.927 -0.760 -0.005 0.022 0.052 0.01
C 1.105 3.758 -1.675 0.014 0.018 -0.002 0.00
C 0.348 4.761 -2.268 -0.007 0.005 -0.006 0.00
C -0.985 4.894 -1.926 -0.001 0.022 0.009 0.00
C -1.534 4.016 -1.001 -0.018 -0.032 0.016 0.01
N -0.805 3.056 -0.438 0.148 -0.243 -0.175 0.10
H 1.308 -1.094 3.049 0.012 -0.024 -0.028 0.00
H -0.149 -0.185 2.871 -0.075 -0.013 -0.037 0.00
H 4.892 -0.325 0.391 -0.003 -0.002 -0.004 0.00
H 4.829 0.952 -0.796 -0.006 -0.003 0.009 0.00
H 2.151 3.616 -1.902 -0.006 0.004 0.005 0.00
H 0.801 5.431 -2.987 -0.009 -0.009 0.010 0.00
H -1.605 5.665 -2.360 0.006 -0.006 0.000 0.00
H -2.568 4.070 -0.691 -0.017 -0.001 -0.015 0.00
F -2.936 2.157 2.993 0.114 -0.077 0.242 0.01
B -4.080 2.413 2.188 -0.237 0.187 -0.240 0.00
F -3.453 2.775 0.880 -0.125 -0.013 0.019 0.06
F -4.767 1.236 1.965 0.016 -0.013 0.093 0.00
F -4.828 3.456 2.616 0.098 -0.121 0.064 0.00
C -2.117 -3.759 1.280 0.047 0.035 -0.038 0.01
N -1.262 -2.930 0.441 -0.007 -0.096 0.054 0.01
C -1.382 -1.614 0.235 -0.084 0.024 0.039 0.04
Se -2.699 -0.496 0.979 -0.188 -0.364 -0.228 0.31
N -0.424 -1.237 -0.624 -0.025 0.018 -0.026 0.01
C 0.364 -2.329 -0.974 0.023 0.009 -0.028 0.00
C 1.466 -2.458 -1.806 -0.004 0.027 0.023 0.00
C 2.006 -3.726 -1.918 0.004 -0.033 0.006 0.00
C 1.465 -4.820 -1.229 0.025 0.004 -0.017 0.00
C 0.364 -4.686 -0.403 -0.023 0.005 0.012 0.00
C -0.174 -3.412 -0.291 -0.007 -0.038 -0.003 0.00
H -2.880 -3.139 1.740 -0.005 0.017 0.007 0.01
H -1.519 -4.231 2.058 0.006 -0.005 0.003 0.00
H -2.595 -4.522 0.669 -0.003 -0.006 0.002 0.00
H -0.315 -0.281 -0.917 -0.006 -0.044 -0.065 0.00
H 1.878 -1.614 -2.343 -0.003 -0.011 0.005 0.00
H 2.866 -3.881 -2.555 -0.010 0.004 0.000 0.00
H 1.920 -5.793 -1.351 -0.009 0.011 0.005 0.00
H -0.054 -5.533 0.124 0.006 0.018 -0.012 0.00



58
Properties=species:S:1:pos:R:3:forces:R:3:lowdin_charge:R:1 method="wB97M-V/def2-TZVPD" homo_ev=-8.76 lumo_ev=0.88 multiplicity=1
C 0.250 -1.365 3.962 0.003 0.197 0.137 -0.11
C 0.638 0.103 4.132 -0.025 -0.081 -0.061 -0.25
C 0.900 0.763 2.815 -0.070 -0.071 0.307 -0.13
C 0.288 1.853 2.383 0.116 0.093 -0.228 -0.13
C 0.592 2.528 1.083 0.021 -0.038 0.028 -0.20
C -0.624 2.892 0.283 0.198 0.016 0.051 -0.11
C -1.842 2.411 0.467 -0.135 0.221 -0.096 -0.13
C -3.047 2.813 -0.337 0.078 -0.129 0.011 -0.20
C -3.479 1.669 -1.205 -0.169 0.259 0.082 -0.13
C -4.536 0.907 -0.978 -0.075 -0.009 -0.258 -0.12
C -4.911 -0.292 -1.798 0.079 0.018 0.080 -0.20
C -4.756 -1.538 -0.968 -0.223 -0.092 -0.072 -0.12
C -3.588 -2.050 -0.605 0.036 -0.050 -0.014 -0.10
C -2.253 -1.471 -0.976 -0.006 -0.006 0.046 -0.20
C -1.127 -2.424 -0.736 -0.119 0.202 -0.050 -0.11
C -0.184 -2.238 0.173 0.111 -0.316 -0.027 -0.13
C 0.978 -3.152 0.406 0.082 0.051 0.082 -0.20
C 2.291 -2.368 0.359 -0.076 -0.009 -0.136 -0.19
C 2.501 -1.694 -0.998 0.109 0.074 0.276 -0.08
C 3.331 -0.438 -0.879 -0.154 -0.321 -0.071 -0.49
O 3.304 0.320 0.056 0.038 0.179 0.111 0.10
O 4.091 -0.258 -1.964 0.015 -0.152 -0.276 0.00
C 4.879 0.933 -2.018 0.155 0.495 0.139 -0.22
C 4.059 2.121 -2.500 0.062 -0.388 0.124 -0.06
H -0.655 -1.453 3.365 -0.081 -0.057 -0.071 0.07
H 1.047 -1.913 3.462 0.071 -0.125 -0.078 0.06
H 0.071 -1.828 4.930 -0.011 -0.117 0.046 0.07
H -0.156 0.635 4.661 0.057 0.044 0.044 0.11
H 1.545 0.158 4.743 -0.049 0.031 0.065 0.11
H 1.661 0.302 2.200 0.132 -0.031 -0.215 0.09
H -0.461 2.340 2.996 -0.119 -0.007 0.173 0.11
H 1.255 1.893 0.487 0.080 0.075 0.029 0.10
H 1.144 3.453 1.292 0.034 -0.033 -0.064 0.12
H -0.454 3.626 -0.497 -0.100 0.096 -0.126 0.10
H -2.027 1.662 1.226 0.046 -0.119 0.163 0.11
H -3.858 3.087 0.342 -0.027 0.064 -0.060 0.11
H -2.801 3.677 -0.959 -0.039 0.051 0.061 0.11
H -2.831 1.464 -2.047 0.073 -0.145 -0.149 0.11
H -5.178 1.107 -0.130 -0.037 0.110 0.176 0.11
H -4.268 -0.344 -2.680 -0.051 0.035 -0.058 0.11
H -5.948 -0.202 -2.130 0.059 -0.021 -0.088 0.11
H -5.670 -2.008 -0.630 -0.049 -0.137 0.089 0.10
H -3.560 -2.937 0.014 -0.098 -0.093 0.109 0.10
H -2.268 -1.187 -2.033 0.025 0.119 0.012 0.12
H -2.089 -0.556 -0.399 0.049 0.024 -0.079 0.10
H -1.121 -3.311 -1.357 0.115 -0.179 -0.054 0.11
H -0.201 -1.350 0.791 -0.089 0.243 0.094 0.11
H 0.883 -3.617 1.392 0.029 -0.068 -0.022 0.11
H 0.987 -3.948 -0.342 -0.050 -0.079 0.019 0.11
H 2.266 -1.589 1.124 0.039 -0.052 0.022 0.09
H 3.131 -3.029 0.580 0.026 0.044 0.058 0.12
H 1.527 -1.380 -1.387 0.075 0.021 -0.092 0.13
H 2.958 -2.361 -1.728 -0.071 0.011 -0.026 0.13
H 5.286 1.133 -1.022 0.014 -0.064 -0.190 0.12
H 5.690 0.705 -2.713 -0.083 -0.002 0.115 0.12
H 3.613 1.903 -3.468 -0.023 0.030 -0.100 0.08
H 3.268 2.339 -1.787 -0.049 0.062 0.038 0.07
H 4.700 2.993 -2.592 0.052 0.123 -0.028 0.08



23
Properties=species:S:1:pos:R:3:forces:R:3:lowdin_charge:R:1 method="wB97M-V/def2-TZVPD" homo_ev=-8.59 lumo_ev=-0.88 multiplicity=1 smiles="O=C=CC[C@H]1C=CC=C/C1=C/[N+](=O)[O-]"
O -2.515 2.063 0.468 -2.088 0.731 -0.634 0.19
C -1.400 1.948 0.696 2.373 -0.908 1.991 -0.24
C -0.189 1.849 1.247 -0.646 3.281 1.107 -0.11
C 0.686 0.706 1.450 -0.381 -2.851 -0.271 -0.14
C 0.946 -0.177 0.135 2.742 1.671 -1.739 -0.21
C 1.665 -1.442 0.581 -5.772 0.594 -3.437 -0.01
C 0.968 -2.574 0.333 0.378 2.347 0.522 -0.05
C -0.390 -2.602 -0.169 -0.161 -0.966 -0.012 -0.03
C -1.035 -1.536 -0.630 1.218 -0.886 1.081 -0.05
C -0.331 -0.338 -0.651 1.152 2.230 0.659 -0.17
C -0.916 0.716 -1.254 -2.961 -0.166 -2.582 -0.05
N -0.265 1.834 -1.860 0.845 0.585 -0.350 -0.38
O -0.820 2.411 -2.788 -0.280 -0.463 0.500 0.07
O 0.855 2.134 -1.475 0.274 0.240 -0.038 0.04
H 0.135 2.880 1.685 -0.572 -1.918 -0.972 0.16
H 1.620 1.000 1.903 0.383 0.209 -0.206 0.11
H 0.322 -0.149 2.122 -0.177 1.550 -0.383 0.14
H 1.653 0.484 -0.615 -1.454 -1.561 2.030 0.19
H 2.551 -1.347 1.043 3.057 -0.015 1.483 0.08
H 1.472 -3.374 0.698 0.770 -3.148 0.662 0.07
H -1.011 -3.485 -0.235 0.682 -0.610 0.346 0.11
H -2.006 -1.654 -0.964 -1.772 0.167 -0.801 0.11
H -1.994 0.654 -1.719 2.388 -0.114 1.045 0.18



78
Properties=species:S:1:pos:R:3:forces:R:3:lowdin_spin:R:1 method="wB97M-V/def2-TZVPD" s2=15.76 homo_ev="-3.37 / -5.18" total_charge=-1 lumo_ev="2.35 / 2.34" multiplicity=8
C -2.138 -2.641 -4.485 -0.068 -0.576 -0.713 0.00
C -1.430 -3.068 -3.218 1.453 0.026 0.575 0.00
H -2.267 -3.603 -5.028 -0.261 0.912 -0.189 0.00
H -1.594 -1.917 -5.139 -0.180 -0.580 0.702 0.00
H -3.144 -2.180 -4.307 0.838 -0.447 0.122 0.00
C -0.904 -4.339 -3.085 -1.024 2.405 -0.304 0.00
C -0.773 -5.352 -4.189 -0.044 -0.647 -0.489 0.00
H -0.529 -4.653 -2.124 0.230 0.180 0.180 0.00
H -0.046 -5.072 -4.960 -0.132 0.338 0.076 0.00
H -1.679 -5.657 -4.732 -0.068 0.484 0.228 0.00
H -0.389 -6.298 -3.822 0.105 -0.113 0.417 0.00
Eu 1.194 2.034 1.500 0.422 0.227 -0.583 7.03
Cl -1.647 2.175 1.677 -0.569 0.053 0.424 -0.01
Cl 1.621 4.313 0.087 0.100 0.361 0.008 -0.01
H 1.166 6.928 4.232 -0.011 0.561 0.423 0.00
H -1.325 7.105 3.739 0.121 -0.410 -0.066 0.00
C 1.274 6.042 3.643 0.320 -0.440 -1.163 0.00
C -1.165 6.265 3.045 0.057 -0.259 -0.317 0.00
N -0.036 5.432 3.436 0.683 0.537 0.645 0.00
H 1.942 5.299 4.101 -0.378 0.419 0.000 0.00
C -0.056 4.118 3.396 1.795 -1.360 0.067 0.00
O 1.019 3.415 3.477 -2.331 1.257 0.581 -0.01
H -2.060 5.627 2.995 0.273 0.312 -0.018 0.00
H -1.020 3.643 3.223 -0.087 -0.023 0.074 0.00
H 1.713 6.280 2.656 -0.134 0.039 0.365 0.00
H -0.955 6.674 2.045 -0.202 -0.099 0.252 0.00
H 1.858 -0.616 -3.060 -0.105 -0.071 0.225 0.00
H 2.486 -3.232 -2.369 0.167 -0.218 0.002 0.00
C 2.899 -0.612 -2.731 -0.108 0.251 -0.050 0.00
C 3.347 -2.854 -1.813 -0.241 0.855 0.483 0.00
N 3.106 -1.428 -1.553 0.644 0.441 0.670 0.00
H 3.189 0.412 -2.508 -0.022 -0.121 -0.052 0.00
C 3.375 -0.830 -0.351 -0.021 2.395 -0.050 0.00
O 3.460 0.421 -0.117 -0.376 -3.616 -0.799 0.00
H 3.448 -3.387 -0.863 -0.064 0.005 -0.154 0.00
H 3.509 -1.577 0.448 0.038 0.153 0.021 0.00
H 3.492 -1.007 -3.550 0.295 -0.016 -0.151 0.00
H 4.261 -2.980 -2.406 -0.132 -0.027 0.056 0.00
O -0.789 -0.634 -2.464 0.691 -2.600 0.030 0.00
C -1.413 -1.930 -2.118 -0.695 1.180 1.182 0.00
C 0.147 -2.955 -0.313 0.133 -0.618 0.730 0.00
C -1.110 -2.450 -0.665 0.496 0.087 -0.523 0.00
H 1.014 -2.900 -0.979 -0.663 -0.015 0.101 0.00
C 0.343 -3.552 0.947 -0.243 0.150 -0.230 0.00
H -2.455 -1.586 -2.126 -0.225 -0.542 0.408 0.00
C -2.082 -2.457 0.340 -0.371 -0.220 -0.276 0.00
H 1.271 -4.048 1.175 0.522 0.129 -0.095 0.00
C -0.632 -3.585 1.953 -0.026 0.587 -1.734 0.00
C -1.856 -3.007 1.618 -0.172 -0.071 0.167 0.00
H -3.063 -2.043 0.071 0.349 -0.156 0.369 0.00
H -0.388 -4.037 2.903 -0.279 0.035 0.106 0.00
H -2.651 -3.035 2.370 0.092 0.252 -0.388 0.00
Si -0.524 1.058 -2.504 -0.641 1.464 -1.477 0.00
Cl 0.140 0.189 -0.039 0.038 0.083 -1.284 -0.01
C 1.105 2.113 -3.021 1.296 -0.593 0.681 0.00
C -1.539 2.609 -1.860 -0.597 -0.787 1.077 0.00
C -1.280 0.861 -4.259 -0.446 1.108 -0.115 0.00
H 1.948 2.079 -2.258 -1.002 0.028 -0.799 0.00
H 0.903 3.210 -3.135 -0.438 -1.046 0.276 0.00
H 1.550 1.809 -4.003 -0.366 -0.117 0.671 0.00
H -0.634 0.193 -4.798 0.230 -0.485 -0.421 0.00
H -1.393 1.769 -4.862 0.060 0.161 0.056 0.00
H -2.278 0.411 -4.157 0.195 0.008 -0.085 0.00
H -2.002 2.432 -0.861 0.226 0.167 -0.704 0.00
H -2.344 2.897 -2.561 0.276 -0.416 0.090 0.00
H -0.913 3.508 -1.740 0.144 -0.560 0.013 0.00
S 1.477 -0.652 2.694 0.223 -0.577 1.551 0.00
C 0.448 -0.437 4.017 -1.591 0.864 -0.537 0.00
N 0.665 -0.607 5.346 1.977 -0.182 0.809 0.00
C -0.342 0.037 6.178 -0.760 0.235 0.090 0.00
C -1.437 0.427 5.136 0.103 -0.056 0.605 0.00
N -0.834 0.013 3.893 1.221 -0.415 0.023 0.00
H 1.654 -0.585 5.644 -1.078 -0.147 -0.350 0.00
H 0.033 0.950 6.670 0.104 -0.405 -0.131 0.00
H -0.774 -0.629 6.954 0.495 0.226 -0.437 0.00
H -1.645 1.512 5.207 0.000 -0.519 -0.422 0.00
H -2.358 -0.136 5.325 0.030 0.221 -0.064 0.00
H -1.167 0.309 2.991 -0.295 0.356 -0.459 0.00



Energy relative to the best compared isomer or geometry (same formula, charge and spin), respectively: 13.1; 11.4; 644.8; 254.6 kJ/mol.